(1)
Computed, not measured: C36H29ClIrN3O3PS2 as an isolated structure at a distorted geometry, with wB97M-V/def2-TZVPD.

XYZ file:
```
76
C36H29ClIrN3O3PS2 wB97M-V/def2-TZVPD
Ir 0.22 -0.80 0.36
C 4.50 -0.79 -0.56
C 4.83 0.55 -0.43
C 3.81 1.49 -0.32
C 2.50 1.06 -0.33
N 2.19 -0.24 -0.45
C 3.16 -1.14 -0.57
C 1.33 1.92 -0.18
C 1.34 3.31 -0.16
C 0.14 3.98 0.02
C -1.04 3.26 0.15
C -0.99 1.88 0.10
N 0.18 1.24 -0.06
C -2.13 0.97 0.21
C -3.44 1.39 0.20
C -4.46 0.44 0.29
C -4.12 -0.89 0.40
C -2.78 -1.25 0.39
N -1.80 -0.33 0.30
H 5.26 -1.55 -0.65
H 5.86 0.87 -0.41
H 4.05 2.54 -0.23
H 2.86 -2.18 -0.69
H 2.26 3.86 -0.27
H 0.12 5.06 0.05
H -1.98 3.77 0.31
H -3.68 2.44 0.12
H -5.49 0.75 0.28
H -4.87 -1.66 0.48
H -2.48 -2.28 0.48
S -0.24 -2.95 1.24
P 0.01 -3.67 -0.64
S 0.06 -1.95 -1.72
C -1.30 -4.76 -1.17
C -1.18 -6.13 -0.89
C -2.21 -6.98 -1.27
C -3.33 -6.48 -1.92
C -3.44 -5.13 -2.19
C -2.43 -4.26 -1.82
C 1.54 -4.58 -0.80
C 2.22 -5.05 0.32
C 3.37 -5.82 0.15
C 3.83 -6.09 -1.13
C 3.15 -5.61 -2.24
C 2.01 -4.86 -2.08
H -0.30 -6.52 -0.40
H -2.12 -8.04 -1.07
H -4.12 -7.16 -2.22
H -4.31 -4.75 -2.71
H -2.50 -3.21 -2.05
H 1.85 -4.84 1.32
H 3.90 -6.20 1.01
H 4.73 -6.68 -1.26
H 3.52 -5.84 -3.24
H 1.47 -4.49 -2.95
C 0.99 -1.06 6.65
C -0.27 -0.41 6.15
C -1.50 -0.82 6.68
C -2.68 -0.20 6.34
Cl -4.17 -0.74 7.05
C -2.69 0.86 5.46
C -1.48 1.28 4.92
C -0.30 0.64 5.24
O 0.84 1.19 4.64
C 1.74 0.34 3.99
C 1.18 -0.21 2.71
O 1.91 -0.89 1.93
O -0.02 0.02 2.34
H 0.79 -1.58 7.59
H 1.77 -0.33 6.84
H 1.38 -1.81 5.96
H -1.52 -1.63 7.40
H -3.62 1.35 5.19
H -1.44 2.11 4.23
H 2.08 -0.50 4.59
H 2.61 0.95 3.73
```

As for the net charge: +2. The value obtained for the electronic energy is -3481.0964 Eh. The energy relative to the best compared isomer or geometry (same formula, charge and spin) comes out at 0.0000 eV. The molecular weight comes out at 874.424 g/mol. Its HOMO energy (alpha / beta) is -0.459 / -0.459 hartree. The value obtained for the LUMO energy (alpha / beta) is -6.432 / -7.540 eV. For the HOMO-LUMO gap (alpha / beta), the calculation gives 6.05 / 4.94 eV. Its spin multiplicity is 2.

---

(2)
Computed, not measured: CH3FeMgO2 as an isolated structure at a distorted geometry, with wB97M-V/def2-TZVPD.

XYZ file:
```
8
CH3FeMgO2 wB97M-V/def2-TZVPD
O -0.20 -0.71 1.59
Fe -0.95 -0.79 -0.04
O 0.04 0.17 -1.18
C 0.03 1.11 -2.20
Mg 1.34 0.31 1.88
H -0.27 2.11 -1.84
H 1.05 1.19 -2.61
H -0.61 0.89 -3.07
```

As for the net charge: +1. The value obtained for the electronic energy is -1653.8251 Eh. The energy relative to the best compared isomer or geometry (same formula, charge and spin) comes out at 0.0000 eV. The molecular weight comes out at 127.183 g/mol. Its HOMO energy (alpha / beta) is -0.400 / -0.552 hartree. The value obtained for the LUMO energy (alpha / beta) is -5.467 / -6.757 eV. For the HOMO-LUMO gap (alpha / beta), the calculation gives 5.41 / 8.28 eV. Its spin multiplicity is 7.

---

(3)
Computed, not measured: a 6-piece molecular cluster, C6H21NO6 overall at a distorted geometry, with wB97M-V/def2-TZVPD.

XYZ file:
```
34
C6H21NO6 wB97M-V/def2-TZVPD
C 0.32 -0.88 0.99
C -0.47 -1.05 -0.33
C 0.33 -0.58 -1.53
C 0.23 -1.14 -2.73
C 0.58 0.53 1.32
N -0.32 1.27 1.97
C -1.66 0.89 2.36
O 1.67 1.08 1.05
H -0.29 -1.32 1.79
H 1.15 -1.57 0.97
H -0.64 -2.11 -0.45
H -1.43 -0.52 -0.26
H 1.11 0.15 -1.36
H -0.42 -1.97 -2.97
H 0.95 -0.84 -3.47
H -0.12 2.27 1.99
H -1.97 -0.09 2.01
H -2.43 1.55 1.96
H -1.76 0.99 3.44
H 3.37 -2.27 0.56
H 3.12 -1.95 -0.84
O 2.81 -2.57 -0.17
H -2.54 0.32 -2.48
H -2.70 -0.44 -3.78
O -3.22 0.05 -3.13
H 1.71 4.28 1.35
H 2.08 2.90 1.77
O 1.52 3.65 2.05
H -4.15 -1.28 -0.15
H -3.68 -0.23 -1.11
O -3.91 -0.35 -0.18
H 4.21 0.84 -0.28
H 2.93 0.28 0.18
O 3.63 0.11 -0.51
```

The value obtained for the electronic energy is -747.3999 Eh. The energy relative to the best compared isomer or geometry (same formula, charge and spin) comes out at 1.1651 eV. The molecular weight comes out at 203.235 g/mol. Its HOMO energy is -0.364 hartree. The value obtained for the LUMO energy is 0.562 eV. For the HOMO-LUMO gap, the calculation gives 10.46 eV. Its spin multiplicity is 1.